[1]
DFT (ωB97M-V/def2-TZVPD) results for a structure of composition C33H63N12OPdS.

The geometry in XYZ format:
```
111
Properties=species:S:1:pos:R:3:lowdin_charge:R:1
Pd 0.3835 -0.3568 -0.9279 0.994
C 5.1510 0.2983 -0.9909 -0.051
N 4.7181 -0.8858 -0.2639 -0.130
C 5.8085 -1.6275 0.3664 -0.020
C 3.4247 -1.2682 -0.1377 -0.417
N 2.5069 -1.1289 -1.0920 -0.038
C 2.9447 -1.1389 -2.4930 -0.199
C 2.0903 -0.1927 -3.3143 -0.158
N 0.6576 -0.4935 -3.1071 -0.233
C -0.2397 0.5530 -3.6472 -0.146
C -1.6292 0.4174 -3.0547 -0.211
N -1.5691 0.5325 -1.5954 0.002
C -2.6675 0.9272 -0.9749 -0.407
N -3.9173 0.7173 -1.4645 -0.128
C -4.9742 1.7238 -1.3549 -0.014
C -4.2830 -0.4770 -2.2033 -0.042
N -2.5626 1.5823 0.2138 -0.140
C -3.6069 1.5335 1.2299 -0.038
C -1.6597 2.7207 0.3405 -0.028
C 0.3078 -1.8473 -3.5858 -0.117
C 0.2054 -2.8755 -2.4459 -0.157
N -0.5941 -2.3442 -1.3684 0.136
C -1.7107 -3.0085 -0.9317 -0.318
N -2.2579 -2.5813 0.2057 -0.056
C -1.5368 -1.8113 1.2182 -0.013
C -3.6581 -2.8496 0.5302 0.008
N -2.2515 -4.0536 -1.5878 -0.122
C -2.5312 -4.0376 -3.0270 -0.003
C -2.7641 -5.2309 -0.8767 -0.003
N 3.0715 -1.8174 1.0467 -0.137
C 3.6602 -1.3813 2.3064 -0.024
C 2.1210 -2.9038 1.1438 -0.029
H 5.7467 0.9284 -0.3274 0.106
H 4.3002 0.8782 -1.3332 0.039
H 5.7762 0.0279 -1.8455 0.104
H 6.5790 -1.8130 -0.3824 0.106
H 5.4540 -2.5852 0.7356 0.098
H 6.2534 -1.0663 1.1894 0.101
H 2.8704 -2.1533 -2.9034 0.118
H 3.9854 -0.8606 -2.6322 0.106
H 2.3399 -0.2582 -4.3781 0.148
H 2.2536 0.8363 -2.9889 0.106
H -0.2763 0.4967 -4.7399 0.148
H 0.1863 1.5179 -3.3706 0.128
H -2.0645 -0.5319 -3.3876 0.080
H -2.2624 1.2000 -3.4819 0.143
H -4.5614 2.6645 -1.0028 0.097
H -5.7736 1.4039 -0.6850 0.101
H -5.3996 1.8927 -2.3445 0.108
H -3.5584 -1.2659 -2.0039 0.059
H -4.3427 -0.3090 -3.2813 0.104
H -5.2649 -0.8109 -1.8629 0.107
H -4.2564 0.6765 1.0657 0.087
H -4.2199 2.4376 1.2397 0.102
H -3.1338 1.4359 2.2091 0.086
H -0.8199 2.6090 -0.3396 0.064
H -1.2912 2.7806 1.3612 0.061
H -2.1897 3.6512 0.1124 0.108
H 1.0520 -2.2008 -4.3018 0.145
H -0.6415 -1.8010 -4.1156 0.111
H 1.2001 -3.0005 -2.0021 0.111
H -0.1311 -3.8376 -2.8221 0.121
H -0.4659 -1.9416 1.1159 0.047
H -1.8462 -2.1689 2.1992 0.113
H -1.7923 -0.7520 1.1311 0.087
H -4.2240 -3.0389 -0.3773 0.098
H -4.0461 -1.9633 1.0303 0.107
H -3.7568 -3.6969 1.2098 0.117
H -2.2509 -3.0836 -3.4647 0.077
H -3.6043 -4.1710 -3.1738 0.116
H -2.0136 -4.8519 -3.5342 0.112
H -2.3531 -5.2704 0.1288 0.107
H -2.4258 -6.1118 -1.4215 0.115
H -3.8534 -5.2494 -0.8362 0.105
H 4.1833 -0.4398 2.1620 0.102
H 4.3520 -2.1174 2.7196 0.103
H 2.8573 -1.2167 3.0262 0.085
H 2.6298 -3.8551 1.3250 0.109
H 1.5482 -2.9847 0.2240 0.054
H 1.4449 -2.7283 1.9812 0.071
C 3.9866 4.6853 0.0159 -0.051
C 2.4749 4.6585 -0.1414 -0.217
N 1.8059 4.1038 1.0434 -0.091
C 1.5349 5.0518 2.1473 -0.165
C 0.1439 5.6512 2.0475 -0.049
C 1.5122 2.8317 1.1696 -0.620
S 2.0114 1.6954 -0.0791 0.951
N 0.8994 2.3946 2.2716 0.128
C 0.5937 1.1070 2.3271 -0.429
O 0.9186 0.2520 1.4279 -0.185
C -0.1966 0.6571 3.4951 -0.151
C -0.9465 1.5814 4.2225 -0.022
C -1.6922 1.1630 5.3130 -0.043
C -1.6700 -0.1706 5.7000 -0.041
C -0.9024 -1.0911 4.9952 -0.054
C -0.1746 -0.6792 3.8915 -0.050
H 4.4434 5.1323 -0.8659 0.093
H 4.3846 3.6771 0.1384 0.062
H 4.2822 5.2791 0.8803 0.086
H 2.1743 4.0761 -1.0141 0.088
H 2.0776 5.6639 -0.2816 0.132
H 2.2995 5.8241 2.0754 0.127
H 1.6730 4.5249 3.0872 0.123
H -0.0119 6.1396 1.0845 0.083
H 0.0091 6.4012 2.8256 0.093
H -0.6167 4.8820 2.1825 0.056
H -0.9277 2.6243 3.9358 0.112
H -2.2738 1.8800 5.8765 0.120
H -2.2340 -0.4897 6.5663 0.121
H -0.8567 -2.1206 5.3258 0.117
H 0.4475 -1.3812 3.3537 0.085
```

LUMO (alpha / beta) ... -6.9249 / -11.3759 eV
Orbital gap (alpha / beta) ... 8.85 / 4.56 eV
Maximum force ... 0.2 eV/A
Charge ... +3
Relative energy (zero: lowest compared OMol25 entry of this formula, charge and spin) ... 1.7 kcal/mol
Spin multiplicity ... 5
DFT total energy ... -2552.65695 a.u.



[2]
DFT (ωB97M-V/def2-TZVPD) results for a cluster of 12 separate species, F6H22O11P in total at a distorted geometry.

The geometry in XYZ format:
```
40
Properties=species:S:1:pos:R:3:lowdin_charge:R:1
P 0.1203 0.5355 -0.4319 0.189
F 0.6181 -0.9195 0.0659 -0.140
F -1.2169 -0.1514 -1.1203 -0.180
F -0.6315 0.6621 1.0037 -0.139
F -0.4750 1.9563 -0.8526 -0.117
F 1.4516 1.2258 0.0963 -0.124
F 0.8490 0.2605 -1.8723 -0.169
O 1.2892 3.5519 -2.7117 -0.065
H 1.4274 2.7796 -3.2680 0.023
H 0.6545 3.2474 -2.0511 0.003
O -1.0291 0.8688 -3.9209 -0.058
H -0.3758 0.4284 -3.3584 -0.007
H -1.4250 0.1677 -4.4457 0.031
O 2.7725 0.7102 2.7161 -0.060
H 2.6529 0.9370 1.7862 0.005
H 2.4317 -0.1902 2.7726 0.029
O 0.7781 3.7183 1.9227 -0.056
H 1.4676 4.0399 1.3339 0.036
H 0.5232 2.8733 1.5345 -0.009
O -0.3270 -2.0524 3.2886 -0.042
H -0.0954 -2.0844 4.2210 0.047
H -0.6212 -1.1457 3.1493 0.012
O -3.5099 1.8133 -1.6117 -0.064
H -3.9085 1.5567 -2.4473 0.022
H -2.7497 1.2224 -1.5256 -0.011
O 1.8782 -3.3227 1.4913 -0.075
H 1.8780 -3.1227 0.5491 0.018
H 0.9530 -3.2380 1.7576 0.001
O -0.6119 1.2085 4.0497 -0.056
H -0.0066 1.8872 4.3658 0.040
H -0.3066 1.0204 3.1542 -0.007
O 3.0479 -1.9649 -2.5407 -0.061
H 2.3546 -2.0945 -3.1946 0.028
H 2.9272 -1.0489 -2.2649 0.018
O -1.5295 -3.1107 -1.5463 -0.060
H -2.4789 -3.2143 -1.6599 0.033
H -1.3789 -2.1592 -1.6380 0.005
O -2.7777 -2.1359 1.2601 -0.058
H -2.7087 -2.9827 0.8104 0.018
H -1.9116 -1.7331 1.1329 0.000
```

LUMO ... 2.4840 eV
Orbital gap ... 10.88 eV
Maximum force ... 1.9 eV/A
Charge ... -1
Relative energy (zero: lowest compared OMol25 entry of this formula, charge and spin) ... 15.2 kcal/mol
Spin multiplicity ... 1
DFT total energy ... -1781.73807 a.u.



[3]
DFT (ωB97M-V/def2-TZVPD) results for a structure of composition C29H26BF7IN3O3SV at a distorted geometry.

The geometry in XYZ format:
```
72
Properties=species:S:1:pos:R:3:lowdin_charge:R:1
V -8.9115 7.5402 18.9759 0.833
C -7.3989 2.7190 19.7439 -0.038
C -8.0476 4.0469 20.3645 -0.406
C -7.0216 4.7585 21.0833 -0.116
C -9.4290 4.0004 21.0182 -0.160
C -9.8109 2.8563 21.6584 -0.062
C -10.9223 2.7763 22.4793 -0.119
C -11.6822 3.9171 22.6007 -0.084
C -11.3553 5.0495 21.8913 -0.093
C -12.2783 6.3583 21.8840 -0.394
C -13.2082 6.4048 20.7121 -0.076
C -11.6426 7.6652 22.1820 -0.108
C -10.2703 5.0913 20.9413 -0.324
O -10.0125 6.1327 20.1902 -0.197
H -6.6330 3.1839 19.1669 0.060
H -7.9319 2.3723 18.8693 0.049
H -7.0980 2.3494 20.7383 0.077
H -8.2228 4.5792 19.2814 0.137
H -6.6258 5.6795 20.5527 0.092
H -6.3650 4.1265 21.8734 0.130
H -7.4654 5.3835 21.9554 0.096
H -9.0818 2.0183 21.6913 0.115
H -11.0416 1.9387 23.1572 0.088
H -12.5282 4.0607 23.3457 0.124
H -12.8808 6.1368 22.7735 0.109
H -12.6299 6.3170 19.7628 0.059
H -13.7449 7.3856 20.7159 0.086
H -13.9477 5.6077 20.5925 0.076
H -10.7254 7.8042 21.6680 0.027
H -11.4330 7.5710 23.3063 0.088
H -12.0460 8.7958 22.4058 0.129
I -3.3939 14.7540 14.2373 -0.748
C -5.0269 12.6466 15.9027 -0.258
C -5.5699 11.7146 14.9483 -0.116
C -6.1634 10.4396 15.3429 0.006
C -6.1941 10.0859 16.6795 -0.252
C -5.6959 11.0284 17.6987 -0.065
C -5.1371 12.1231 17.1208 -0.279
C -6.8303 9.0686 17.1872 -0.347
O -6.7976 7.9435 16.2304 0.078
O -7.4181 8.8487 18.2860 -0.139
H -5.5183 11.9252 13.9248 0.030
H -6.4734 9.5231 14.6811 0.145
H -5.6747 10.7575 18.8394 0.128
H -4.2053 12.5414 17.9740 0.118
F -6.4781 5.9405 15.5303 0.227
B -6.9331 6.6000 16.5676 -1.140
F -6.4884 6.0391 17.7337 0.164
F -12.1168 1.8054 17.9734 0.138
C -11.4609 2.9134 17.6950 -0.156
C -12.0995 4.1296 17.7047 -0.184
F -13.3642 4.1955 18.0117 0.141
C -11.4275 5.3034 17.4284 -0.217
F -12.1186 6.4747 17.2680 0.046
C -10.0439 5.2211 17.1296 -0.409
S -9.3123 6.7948 16.6083 0.906
C -9.3892 4.0114 17.1775 -0.236
F -8.0760 3.9439 16.8949 0.100
C -10.1045 2.8607 17.4561 -0.132
F -9.5035 1.6592 17.5453 0.097
N -9.5902 12.6695 20.2457 0.093
C -10.1601 11.4924 19.7628 -0.486
C -9.3460 10.4779 19.4523 -0.004
N -9.8882 9.2944 19.1233 -0.029
C -11.2360 9.2961 19.0163 -0.095
C -11.9667 10.3208 19.2910 -0.048
N -11.3681 11.5041 19.6134 0.199
H -8.7779 13.1018 19.8078 0.094
H -9.4823 12.7703 21.2602 0.091
H -8.0905 10.6184 19.1017 0.212
H -11.5317 8.2333 18.9646 0.112
H -12.8233 10.2928 19.4915 0.014
```

LUMO (alpha / beta) ... 2.9312 / 2.7430 eV
Orbital gap (alpha / beta) ... 2.86 / 2.60 eV
Maximum force ... 13.2 eV/A
Charge ... -2
Relative energy (zero: lowest compared OMol25 entry of this formula, charge and spin) ... 185.0 kcal/mol
Spin multiplicity ... 4
DFT total energy ... -3874.31179 a.u.



[4]
DFT (ωB97M-V/def2-TZVPD) results for an isolated molecule of C3H4N2OS2.

The geometry in XYZ format:
```
12
Properties=species:S:1:pos:R:3:lowdin_charge:R:1
O 0.6150 -1.7783 -0.2940 -0.009
C 0.0851 -0.7909 0.5478 -0.379
C 1.0918 -0.3670 1.6009 -0.186
N 1.2928 0.8824 1.7973 -0.260
S 0.3892 1.8766 0.7141 0.932
C -0.2742 0.5053 -0.1701 -0.696
N -0.9115 0.4380 -1.2668 -0.376
S -1.2537 1.9045 -2.0708 0.727
H 0.0720 -1.7458 -1.1076 0.102
H -0.8255 -1.1343 1.0874 0.163
H 1.6211 -1.1023 2.2328 0.132
H -1.9021 1.3118 -3.0708 -0.150
```

LUMO ... 0.3296 eV
Orbital gap ... 9.19 eV
Maximum force ... 0.8 eV/A
Relative energy (zero: lowest compared OMol25 entry of this formula, charge and spin) ... 38.6 kcal/mol
Spin multiplicity ... 1
DFT total energy ... -1097.79299 a.u.